Entry 1:
84
Properties=species:S:1:pos:R:3:lowdin_charge:R:1 method="wB97M-V/def2-TZVPD" lumo_energy_ev=-1.509 multiplicity=1
Sn -0.698 0.374 0.800 1.436
O -2.703 0.318 7.022 0.081
C -2.295 0.230 5.735 -0.279
C -3.124 -0.228 4.717 0.070
C -2.613 -0.277 3.434 -0.170
N -1.373 0.109 3.154 0.045
C -0.580 0.552 4.130 -0.168
C -0.989 0.625 5.442 0.083
C 0.752 1.063 3.614 -0.614
O 1.746 1.041 4.316 0.061
O 0.651 1.492 2.414 -0.184
C -3.400 -0.832 2.249 -0.699
O -4.315 -1.605 2.486 0.018
O -2.953 -0.466 1.113 -0.317
H -3.606 -0.015 7.095 0.115
H -4.140 -0.554 4.894 0.130
H -0.316 0.972 6.212 0.135
C 3.817 -1.030 -1.558 -0.162
Si 2.992 -0.814 0.109 0.433
C 1.835 -2.232 0.431 -0.177
C 4.235 -0.741 1.506 -0.166
N 1.969 0.633 -0.041 0.003
C 2.315 1.840 0.147 -0.288
C 3.699 2.256 0.424 -0.016
C 4.047 3.537 0.549 -0.049
C 3.062 4.594 0.407 -0.043
C 1.772 4.322 0.199 -0.032
C 1.267 2.945 0.112 -0.277
N 0.022 2.674 0.005 -0.046
Si -1.291 3.862 0.232 0.428
C -2.815 2.853 0.592 -0.183
C -1.513 4.827 -1.348 -0.157
C -0.959 4.945 1.723 -0.157
H 4.676 -1.696 -1.474 0.033
H 4.172 -0.081 -1.962 0.027
H 3.126 -1.471 -2.276 0.021
H 2.386 -3.175 0.459 0.046
H 1.076 -2.318 -0.344 0.003
H 1.322 -2.137 1.392 0.032
H 4.309 -1.734 1.951 0.036
H 3.915 -0.058 2.296 0.039
H 5.231 -0.446 1.176 0.030
H 4.439 1.477 0.511 0.080
H 5.075 3.809 0.750 0.111
H 3.395 5.621 0.468 0.112
H 1.062 5.125 0.082 0.080
H -2.997 2.083 -0.160 -0.022
H -3.692 3.501 0.626 0.050
H -2.752 2.354 1.565 0.029
H -1.709 4.158 -2.186 0.030
H -0.638 5.427 -1.599 0.027
H -2.364 5.502 -1.253 0.036
H -0.223 4.465 2.369 0.039
H -1.877 5.062 2.300 0.036
H -0.594 5.941 1.471 0.032
C -1.391 -5.362 -0.028 -0.455
Te -2.301 -3.431 0.232 1.336
C -1.377 -2.967 -1.651 -0.458
C -0.616 -4.182 -2.099 -0.288
C 0.105 -4.158 -3.291 -0.048
C 0.829 -5.262 -3.703 -0.091
C 0.837 -6.410 -2.919 -0.091
C 0.120 -6.440 -1.738 -0.045
C -0.612 -5.332 -1.316 -0.287
H -2.156 -6.136 -0.054 0.049
H -0.733 -5.571 0.815 0.049
H -0.703 -2.123 -1.529 0.006
H -2.143 -2.686 -2.377 0.051
H 0.093 -3.261 -3.900 0.108
H 1.384 -5.233 -4.631 0.098
H 1.401 -7.278 -3.232 0.099
H 0.123 -7.335 -1.127 0.114
Se -4.109 0.284 -2.369 1.175
N -3.545 0.300 -4.049 -0.225
C -2.227 0.350 -4.003 -0.394
C -1.344 0.371 -5.129 0.001
C -0.016 0.410 -4.875 -0.042
C 0.464 0.421 -3.518 -0.117
N -0.289 0.404 -2.466 0.111
C -1.640 0.381 -2.691 -0.477
N -2.484 0.345 -1.679 -0.259
H -1.746 0.354 -6.132 0.118
H 0.705 0.426 -5.680 0.104
H 1.535 0.437 -3.340 0.103

***

Entry 2:
10
Properties=species:S:1:pos:R:3:lowdin_charge:R:1 method="wB97M-V/def2-TZVPD" lumo_energy_ev="-1.045 / -1.045" multiplicity=1 smiles="N#C[C@@H](I)CN=O"
N -0.051 2.921 0.214 0.166
C 0.112 1.829 -0.057 -0.357
C 0.532 0.489 -0.534 -0.639
I 2.488 -0.012 0.154 0.873
C -0.607 -0.597 0.402 -0.188
N -0.162 -1.913 0.224 -0.124
O -0.927 -2.684 -0.332 0.012
H 0.590 0.526 -1.587 0.038
H -1.732 -0.454 0.208 0.141
H -0.243 -0.106 1.308 0.078

***

Entry 3:
17
Properties=species:S:1:pos:R:3:lowdin_charge:R:1 method="wB97M-V/def2-TZVPD" lumo_energy_ev=4.060 multiplicity=1 total_charge=-1
C 0.040 -0.112 1.419 -0.449
O 0.300 0.564 0.244 -0.385
C -0.645 -1.489 1.140 -0.131
H -0.715 0.438 2.011 0.084
H 0.999 -0.346 1.919 0.091
H 0.035 -2.353 1.173 0.047
H -1.188 -1.605 0.199 0.057
H -1.358 -1.795 1.925 0.054
H -0.791 -0.466 -1.429 -0.017
H 0.392 0.306 -1.998 0.009
O -0.404 -0.164 -2.248 -0.090
H 1.125 -1.847 -0.156 -0.031
H 1.650 -0.569 -0.615 0.007
O 1.889 -1.524 -0.643 -0.107
H -0.470 2.123 0.575 -0.016
H -1.807 2.545 -0.254 -0.001
O -1.093 2.839 0.299 -0.121

***

Entry 4:
17
Properties=species:S:1:pos:R:3:lowdin_charge:R:1 method="wB97M-V/def2-TZVPD" lumo_energy_ev=3.645 multiplicity=1 total_charge=-1
O 2.099 -0.392 -0.111 -0.061
C 1.097 0.185 0.369 -0.669
O 0.767 0.261 1.572 -0.066
C 0.195 0.933 -0.667 -0.096
C -1.230 1.214 -0.219 -0.252
O -2.215 0.443 -0.958 -0.104
H 0.112 0.368 -1.599 0.098
H 0.715 1.851 -0.924 0.106
H -1.392 1.054 0.855 0.105
H -1.540 2.254 -0.327 0.102
H -2.182 -0.454 -0.609 0.074
H -0.200 -1.800 3.420 0.013
H -0.413 -0.418 2.771 -0.007
O -0.830 -1.078 3.381 -0.116
H 2.007 -0.996 -1.758 -0.019
H 1.043 -1.841 -2.644 0.009
O 1.967 -1.584 -2.552 -0.116

***

Entry 5:
20
Properties=species:S:1:pos:R:3:lowdin_charge:R:1 method="wB97M-V/def2-TZVPD" lumo_energy_ev=-10.544 multiplicity=1 total_charge=+2
C -1.330 -0.633 -0.037 -0.474
C -2.370 -1.397 0.634 0.021
C 2.799 1.899 -1.174 -0.049
C 2.147 0.820 -0.557 0.232
N -1.534 -0.608 -1.319 0.210
N -0.365 0.043 0.501 0.022
N -0.206 -0.290 1.911 0.166
H -3.297 -0.872 0.353 0.136
H -2.483 -2.404 0.166 0.136
H -2.317 -1.579 1.680 0.076
H 2.306 2.912 -0.916 0.180
H 3.916 2.009 -1.171 0.128
H 2.332 1.968 -2.315 0.235
H 2.695 -0.070 -0.168 0.140
H 1.100 0.743 -0.762 0.041
H -2.067 -1.346 -1.687 0.126
H -0.949 -0.127 -1.956 0.124
H 0.172 -1.238 1.984 0.178
H -1.057 -0.191 2.480 0.170
H 0.510 0.360 2.353 0.204

***

Entry 6:
158
Properties=species:S:1:pos:R:3:lowdin_charge:R:1 method="wB97M-V/def2-TZVPD" lumo_energy_ev=-2.820 multiplicity=1 total_charge=+1
C 7.521 -2.091 -1.215 -0.131
O 8.349 -1.256 -0.312 -0.269
C 7.642 -0.009 0.031 -0.220
C 7.412 0.898 -1.330 -0.191
C 6.972 2.451 -1.013 -0.213
C 5.830 2.594 0.174 -0.223
C 4.400 1.936 -0.286 -0.226
C 3.335 3.178 -0.632 -0.205
C 2.041 2.467 -1.342 -0.245
C 0.642 3.317 -1.261 -0.189
C -0.426 2.549 -2.294 -0.178
C -1.942 2.418 -1.685 -0.124
C -2.530 0.855 -1.682 -0.389
C -2.707 0.219 -3.178 -0.195
P -1.215 -0.698 -3.903 0.736
O -0.424 -1.639 -2.910 -0.352
O -0.146 0.387 -4.820 -0.206
O -1.872 -1.789 -5.145 -0.215
N -1.746 0.016 -0.701 0.072
C -1.810 0.481 0.743 -0.134
C -3.316 0.536 1.384 -0.394
P -3.402 0.940 3.246 0.737
N -3.342 2.517 3.604 -0.312
C -4.166 1.610 0.422 -0.181
C -4.091 0.988 -1.091 -0.350
P -5.295 1.809 -2.351 0.735
N -6.720 2.253 -1.720 -0.317
H 7.677 -3.225 -0.949 0.103
H 7.845 -1.981 -2.358 0.108
H 6.370 -1.868 -1.052 0.099
H 8.313 0.568 0.826 0.147
H 6.597 -0.333 0.500 0.125
H 6.619 0.427 -2.079 0.108
H 8.453 0.933 -1.905 0.131
H 7.898 3.149 -0.756 0.119
H 6.502 2.884 -2.016 0.115
H 6.128 2.100 1.192 0.104
H 5.618 3.751 0.361 0.114
H 3.894 1.241 0.519 0.109
H 4.552 1.244 -1.247 0.116
H 3.878 3.852 -1.453 0.129
H 3.034 3.779 0.326 0.122
H 1.860 1.423 -0.831 0.104
H 2.237 2.249 -2.495 0.136
H 0.220 3.437 -0.175 0.108
H 0.875 4.383 -1.746 0.131
H -0.474 3.216 -3.268 0.125
H 0.020 1.481 -2.461 0.076
H -1.932 2.910 -0.623 0.105
H -2.636 3.099 -2.361 0.104
H -2.947 1.130 -3.908 0.131
H -3.656 -0.476 -3.178 0.103
H -0.766 0.855 -5.481 0.092
H -2.803 -1.999 -4.800 0.084
H -2.021 -1.007 -0.694 0.196
H -0.718 0.075 -0.971 0.169
H -1.294 1.526 0.936 0.150
H -1.192 -0.297 1.402 0.152
H -3.840 -0.512 1.188 0.127
H -2.381 0.138 3.897 0.008
H -4.692 0.433 3.722 0.025
H -3.229 3.032 2.704 -0.053
H -5.260 1.608 0.877 0.129
H -3.770 2.709 0.531 0.120
H -4.460 -0.144 -1.001 0.143
H -5.507 0.839 -3.404 0.009
H -4.731 3.021 -2.955 0.018
H -6.700 2.032 -0.701 -0.048
C 11.858 -3.405 -3.287 -0.077
C 10.473 -3.703 -2.737 -0.281
O 9.477 -3.835 -3.748 -0.179
C 9.679 -4.870 -4.707 -0.276
C 9.748 -6.258 -4.092 -0.082
H 11.842 -2.487 -3.887 0.085
H 12.575 -3.279 -2.468 0.080
H 12.223 -4.208 -3.929 0.065
H 10.162 -2.871 -2.097 0.103
H 10.484 -4.593 -2.100 0.108
H 10.570 -4.659 -5.308 0.106
H 8.827 -4.832 -5.396 0.118
H 10.586 -6.358 -3.399 0.066
H 9.866 -7.015 -4.874 0.078
H 8.832 -6.474 -3.531 0.081
C -0.699 -0.406 -8.573 -0.075
C -2.137 0.076 -8.466 -0.283
O -2.287 1.472 -8.715 -0.175
C -1.880 1.935 -10.000 -0.275
C -2.640 1.285 -11.145 -0.078
H -0.057 0.147 -7.876 0.073
H -0.637 -1.474 -8.338 0.084
H -0.293 -0.261 -9.576 0.071
H -2.491 -0.100 -7.446 0.094
H -2.796 -0.498 -9.124 0.109
H -0.799 1.809 -10.122 0.107
H -2.068 3.015 -10.020 0.120
H -2.483 0.205 -11.180 0.066
H -2.315 1.703 -12.103 0.082
H -3.716 1.456 -11.035 0.084
C -3.042 -0.649 8.959 -0.075
C -3.835 0.387 8.178 -0.270
O -4.117 -0.006 6.837 -0.194
C -4.882 -1.198 6.672 -0.289
C -6.255 -1.129 7.318 -0.076
H -2.095 -0.869 8.450 0.083
H -2.824 -0.282 9.967 0.082
H -3.586 -1.590 9.056 0.057
H -3.247 1.308 8.119 0.121
H -4.762 0.647 8.698 0.108
H -4.316 -2.062 7.036 0.105
H -5.007 -1.344 5.593 0.097
H -6.192 -0.990 8.400 0.068
H -6.811 -2.052 7.130 0.079
H -6.826 -0.286 6.914 0.084
C -2.549 -3.638 13.782 -0.080
C -3.342 -2.603 13.002 -0.276
O -3.623 -2.995 11.661 -0.180
C -4.388 -4.187 11.496 -0.278
C -5.761 -4.118 12.142 -0.081
H -1.602 -3.858 13.274 0.084
H -2.331 -3.272 14.791 0.080
H -3.092 -4.580 13.880 0.065
H -2.753 -1.682 12.942 0.117
H -4.269 -2.342 13.522 0.106
H -3.823 -5.052 11.860 0.106
H -4.513 -4.334 10.417 0.115
H -5.698 -3.980 13.224 0.067
H -6.318 -5.042 11.953 0.079
H -6.333 -3.276 11.737 0.081
C -0.199 -3.524 2.627 -0.071
C -1.605 -3.119 3.041 -0.279
O -2.522 -3.061 1.951 -0.203
C -2.729 -4.274 1.231 -0.280
C -3.269 -5.404 2.092 -0.072
H 0.193 -2.832 1.873 0.075
H 0.470 -3.518 3.494 0.087
H -0.174 -4.526 2.194 0.072
H -1.567 -2.113 3.472 0.091
H -1.990 -3.776 3.825 0.113
H -1.807 -4.572 0.721 0.108
H -3.458 -4.052 0.443 0.114
H -2.578 -5.674 2.894 0.071
H -3.444 -6.296 1.484 0.085
H -4.214 -5.108 2.562 0.086
C -2.465 6.209 -5.860 -0.075
C -1.680 6.117 -4.561 -0.284
O -0.268 6.182 -4.745 -0.177
C 0.239 7.369 -5.351 -0.273
C -0.076 8.630 -4.566 -0.078
H -2.162 5.410 -6.548 0.083
H -3.539 6.119 -5.664 0.079
H -2.298 7.159 -6.371 0.070
H -1.891 5.151 -4.092 0.091
H -2.004 6.882 -3.849 0.107
H -0.117 7.446 -6.384 0.107
H 1.327 7.252 -5.409 0.121
H -1.151 8.803 -4.482 0.066
H 0.367 9.503 -5.055 0.082
H 0.324 8.558 -3.549 0.083

***

Entry 7:
116
Properties=species:S:1:pos:R:3:lowdin_charge:R:1 method="wB97M-V/def2-TZVPD" lumo_energy_ev=-0.301 multiplicity=1
Li -0.546 0.317 0.452 0.224
C -2.227 -3.288 0.768 -0.249
P -0.661 -2.404 0.368 0.979
C -0.488 -2.983 -1.390 -0.403
N -0.033 -4.180 -1.630 0.147
C 0.095 -4.581 -2.928 -0.215
C 0.558 -5.885 -3.217 -0.020
C 0.668 -6.294 -4.516 -0.083
C 0.334 -5.420 -5.576 -0.085
C -0.114 -4.154 -5.317 -0.026
C -0.253 -3.718 -3.978 -0.226
N -0.752 -2.473 -3.721 0.126
C -0.882 -2.099 -2.478 -0.417
P -1.576 -0.420 -2.083 0.958
C -3.349 -0.898 -1.888 -0.265
C -1.633 0.519 -3.705 -0.722
C -2.144 1.912 -3.308 -0.115
C -0.212 0.675 -4.250 -0.112
C -2.551 -0.067 -4.777 -0.098
C 0.581 -3.351 1.402 -0.726
C 0.471 -4.875 1.380 -0.101
C 0.337 -2.856 2.836 -0.124
C 1.980 -2.915 0.967 -0.123
H -2.176 -4.346 0.509 0.041
H -3.067 -2.841 0.244 0.012
H -2.411 -3.185 1.838 0.039
H 0.808 -6.534 -2.388 0.116
H 1.017 -7.294 -4.741 0.106
H 0.430 -5.761 -6.598 0.105
H -0.394 -3.470 -6.109 0.114
H -3.523 -1.253 -0.876 -0.003
H -3.683 -1.641 -2.611 0.047
H -3.948 0.007 -1.999 0.036
H -1.512 2.359 -2.540 0.027
H -3.171 1.890 -2.937 0.072
H -2.128 2.560 -4.190 0.089
H 0.459 1.085 -3.491 0.039
H -0.232 1.361 -5.103 0.087
H 0.195 -0.277 -4.591 0.055
H -3.590 -0.094 -4.447 0.068
H -2.249 -1.072 -5.061 0.058
H -2.508 0.571 -5.666 0.084
H -0.517 -5.223 1.684 0.067
H 1.189 -5.278 2.102 0.083
H 0.695 -5.283 0.398 0.053
H -0.623 -3.203 3.226 0.069
H 0.377 -1.768 2.905 -0.005
H 1.118 -3.268 3.482 0.088
H 2.183 -3.185 -0.070 0.044
H 2.720 -3.410 1.603 0.088
H 2.107 -1.836 1.073 0.043
C 3.900 -4.233 -2.737 -0.095
C 3.829 -4.259 -4.263 -0.236
C 4.324 -2.981 -4.950 -0.183
C 3.254 -1.898 -5.083 -0.177
N 2.626 -1.495 -3.838 0.024
C 2.938 -0.559 -2.928 -0.799
S 1.977 -0.411 -1.546 0.664
N 3.969 0.307 -3.086 0.014
C 5.305 0.070 -3.629 -0.175
C 6.216 -0.686 -2.655 -0.201
C 6.851 0.167 -1.557 -0.253
C 5.870 0.908 -0.651 -0.107
H 3.571 -5.187 -2.320 0.070
H 3.275 -3.455 -2.299 0.045
H 4.925 -4.062 -2.401 0.072
H 2.802 -4.459 -4.585 0.080
H 4.423 -5.102 -4.624 0.108
H 4.653 -3.217 -5.966 0.115
H 5.199 -2.596 -4.419 0.089
H 2.442 -2.295 -5.698 0.118
H 3.626 -1.016 -5.604 0.114
H 1.831 -2.042 -3.547 0.083
H 3.980 0.926 -2.291 0.055
H 5.729 1.050 -3.861 0.127
H 5.235 -0.464 -4.569 0.083
H 7.016 -1.159 -3.233 0.111
H 5.634 -1.495 -2.202 0.107
H 7.534 0.888 -2.019 0.107
H 7.473 -0.490 -0.944 0.105
H 5.408 1.759 -1.159 0.062
H 6.384 1.318 0.219 0.077
H 5.074 0.252 -0.290 0.075
C 0.778 4.069 -1.945 -0.323
As 0.562 2.818 -0.443 1.054
C 2.423 2.876 0.142 -0.336
C -0.275 4.082 0.844 -0.349
C 0.632 5.130 1.396 -0.318
C 1.406 4.853 2.525 -0.061
C 2.285 5.798 3.029 -0.085
C 2.410 7.038 2.415 -0.104
C 1.644 7.325 1.295 -0.094
C 0.761 6.378 0.792 -0.066
H 1.333 4.954 -1.632 0.014
H -0.192 4.370 -2.342 0.012
H 1.333 3.565 -2.738 0.014
H 2.763 3.904 0.268 0.029
H 3.007 2.375 -0.627 -0.025
H 2.521 2.323 1.073 -0.019
H -0.644 3.436 1.641 0.004
H -1.127 4.522 0.322 0.074
H 1.319 3.876 2.990 0.098
H 2.877 5.566 3.905 0.101
H 3.098 7.776 2.809 0.096
H 1.727 8.291 0.813 0.098
H 0.157 6.613 -0.077 0.107
C -2.109 2.804 3.897 -0.106
C -2.981 1.603 3.527 -0.214
C -2.764 1.142 2.158 -0.233
N -2.595 0.778 1.083 0.124
H -2.257 3.041 4.950 0.078
H -2.383 3.678 3.306 0.078
H -1.059 2.572 3.722 0.014
H -4.042 1.840 3.625 0.117
H -2.770 0.756 4.182 0.121
Cl 0.586 0.820 2.357 -0.226

***

Entry 8:
18
Properties=species:S:1:pos:R:3:lowdin_charge:R:1 method="wB97M-V/def2-TZVPD" lumo_energy_ev=-3.223 multiplicity=1 total_charge=+1
N -3.049 -0.492 0.126 0.103
N -1.739 -0.584 -0.101 0.038
C -1.011 0.476 0.030 -0.184
O -1.406 1.702 0.026 0.133
C 0.758 0.346 0.076 -0.314
N 1.046 1.757 -0.030 0.073
C 1.411 -0.752 -0.687 -0.034
C 1.252 -0.882 0.822 -0.017
H -3.604 -1.059 -0.426 0.098
H -3.288 0.385 0.611 0.144
H -1.475 -1.535 -0.277 0.183
H -0.713 2.427 -0.150 0.170
H 1.719 1.961 -0.788 0.134
H 1.321 2.124 0.850 0.100
H 2.315 -0.643 -1.075 0.078
H 0.864 -1.408 -1.192 0.064
H 0.382 -1.428 1.244 0.118
H 2.152 -0.708 1.385 0.113

***

Respective ΔE to the lowest compared entry with this formula, charge and spin values: 0.0 79.5 24.5 8.3 121.6 227.1 0.0 77.6 kcal/mol.
Respective E values: -147175.326 -16283.549 -10442.825 -13496.763 -8808.305 -96949.140 -151948.025 -10818.037 eV.